Formula: C54H126
Source: OMol25
Level of theory: ωB97M-V with the def2-TZVPD basis set

The calculation puts the frontier orbital gap at 11.273 eV. The calculation puts the electronic energy at -2132.96657 hartree. The value obtained for the energy above the lowest of the compared OMol25 structures with the same formula, charge and spin is 146.8 kJ/mol. The value obtained for the HOMO energy is -10.6 eV.

The geometry in ORCA input format:
```
! wB97M-V def2-TZVPD RIJCOSX def2/J DEFGRID3
* xyz 0 1
C -1.887 -0.310 5.610
C -1.497 0.894 4.802
C -2.653 1.845 4.382
C -2.168 2.900 3.358
C -3.264 3.789 2.787
C -3.944 4.648 3.852
H -2.779 -0.826 5.252
H -2.224 -0.003 6.621
H -0.969 -0.962 5.696
H -0.754 1.532 5.331
H -0.990 0.579 3.862
H -2.980 2.383 5.243
H -3.402 1.175 3.911
H -1.312 3.406 3.772
H -1.806 2.310 2.531
H -2.763 4.434 2.016
H -3.971 3.154 2.211
H -4.903 5.123 3.534
H -4.147 4.066 4.702
H -3.392 5.440 4.238
C 1.539 3.816 -6.340
C 1.016 2.648 -5.562
C 0.478 1.584 -6.521
C -0.156 0.400 -5.817
C -0.388 -0.814 -6.752
C -1.202 -1.862 -6.073
H 0.674 4.424 -6.694
H 2.341 3.506 -7.076
H 2.057 4.477 -5.696
H 1.721 2.138 -4.933
H 0.243 2.937 -4.868
H 1.316 1.284 -7.176
H -0.306 1.952 -7.184
H 0.529 0.152 -4.994
H -1.105 0.688 -5.402
H -0.825 -0.474 -7.692
H 0.619 -1.180 -6.964
H -2.229 -1.531 -5.918
H -1.252 -2.744 -6.744
H -0.762 -2.129 -5.073
C 8.346 0.210 5.362
C 8.054 0.918 4.040
C 7.534 -0.092 2.967
C 7.253 0.550 1.652
C 6.628 -0.528 0.745
C 6.068 -0.056 -0.625
H 9.318 -0.256 5.306
H 7.594 -0.607 5.594
H 8.323 0.883 6.198
H 7.300 1.668 4.163
H 8.961 1.499 3.700
H 6.712 -0.677 3.370
H 8.405 -0.789 2.855
H 6.535 1.382 1.706
H 8.140 0.923 1.144
H 7.332 -1.361 0.646
H 5.805 -0.910 1.266
H 5.551 -0.833 -1.180
H 5.275 0.642 -0.508
H 6.849 0.370 -1.304
C 3.346 -3.094 -3.618
C 2.688 -4.440 -3.101
C 1.761 -4.284 -1.875
C 0.987 -5.560 -1.588
C 0.139 -5.383 -0.327
C -1.153 -4.632 -0.625
H 4.118 -3.348 -4.336
H 3.861 -2.659 -2.783
H 2.584 -2.413 -3.979
H 2.037 -4.929 -3.846
H 3.519 -5.155 -2.879
H 1.027 -3.499 -2.155
H 2.171 -3.960 -0.873
H 0.289 -5.891 -2.400
H 1.698 -6.441 -1.543
H -0.103 -6.383 0.042
H 0.698 -4.890 0.465
H -0.938 -3.574 -0.919
H -1.723 -5.112 -1.436
H -1.826 -4.664 0.263
C -2.171 -0.258 1.257
C -2.052 -1.289 0.141
C -1.310 -0.813 -1.094
C 0.173 -0.436 -0.832
C 0.979 -0.437 -2.163
C 2.400 0.066 -2.065
H -2.744 0.640 0.964
H -1.227 0.026 1.648
H -2.778 -0.880 1.942
H -1.568 -2.212 0.505
H -3.075 -1.561 -0.179
H -1.891 0.006 -1.560
H -1.346 -1.519 -1.909
H 0.208 0.501 -0.269
H 0.600 -1.237 -0.180
H 0.858 -1.469 -2.545
H 0.403 0.170 -2.868
H 3.021 -0.465 -1.339
H 2.957 -0.111 -2.987
H 2.439 1.119 -1.761
C 3.017 2.488 2.020
C 3.945 1.565 2.826
C 3.150 0.594 3.745
C 2.168 -0.257 2.922
C 1.550 -1.410 3.761
C 0.451 -2.089 2.882
H 2.517 1.987 1.224
H 3.542 3.366 1.675
H 2.242 2.909 2.612
H 4.621 1.061 2.189
H 4.556 2.239 3.437
H 2.401 1.174 4.361
H 3.798 0.017 4.378
H 1.380 0.386 2.558
H 2.627 -0.645 1.929
H 2.357 -2.091 4.060
H 1.178 -0.994 4.695
H -0.390 -1.416 2.943
H 0.818 -2.177 1.864
H 0.183 -3.146 3.041
C -0.008 3.774 0.122
C 0.155 4.616 -1.130
C 1.419 5.338 -1.364
C 2.622 4.454 -1.638
C 3.902 5.248 -1.855
C 5.222 4.463 -1.895
H 0.153 4.479 0.971
H 0.761 3.015 0.192
H -0.999 3.347 0.152
H -0.089 3.963 -1.976
H -0.674 5.346 -1.143
H 1.640 5.970 -0.477
H 1.261 5.964 -2.230
H 2.805 3.799 -0.775
H 2.401 3.814 -2.547
H 3.838 5.837 -2.793
H 4.028 5.962 -1.042
H 5.266 3.777 -1.038
H 5.163 3.832 -2.753
H 6.023 5.220 -1.948
C -1.907 -5.910 3.993
C -3.346 -5.575 3.890
C -3.586 -4.382 3.014
C -5.012 -4.057 2.834
C -5.231 -2.774 2.079
C -6.632 -2.364 1.796
H -1.869 -6.899 4.474
H -1.342 -5.149 4.560
H -1.544 -6.049 3.006
H -3.866 -6.460 3.493
H -3.721 -5.426 4.946
H -3.186 -4.541 1.998
H -2.957 -3.612 3.356
H -5.455 -4.856 2.203
H -5.595 -4.027 3.759
H -4.763 -2.006 2.702
H -4.768 -2.809 1.080
H -6.566 -1.313 1.433
H -7.008 -2.896 0.928
H -7.236 -2.364 2.688
C -7.207 3.461 -3.599
C -6.605 2.879 -2.300
C -6.365 1.403 -2.414
C -5.490 0.745 -1.347
C -5.664 -0.768 -1.241
C -5.495 -1.515 -2.538
H -8.000 2.877 -4.020
H -6.409 3.373 -4.277
H -7.503 4.502 -3.575
H -5.665 3.439 -2.051
H -7.288 3.123 -1.472
H -5.886 1.313 -3.382
H -7.243 0.814 -2.463
H -4.411 0.907 -1.514
H -5.684 1.206 -0.356
H -4.973 -1.271 -0.572
H -6.681 -0.966 -0.849
H -5.787 -2.575 -2.487
H -6.111 -1.041 -3.311
H -4.492 -1.525 -2.943
*
```



Formula: C54H126O36P6S3
Source: OMol25
Level of theory: ωB97M-V with the def2-TZVPD basis set

The calculation puts the frontier orbital gap at 10.244 eV. The calculation puts the electronic energy at -8084.82414 hartree. The value obtained for the HOMO energy is -10.0 eV.

The geometry in ORCA input format:
```
! wB97M-V def2-TZVPD RIJCOSX def2/J DEFGRID3
* xyz 0 1
C -4.389 0.355 5.466
C -3.175 -0.588 5.610
O -3.655 -1.863 5.917
P -3.346 -3.191 5.026
O -2.075 -3.922 5.238
O -4.679 -4.133 5.268
C -4.977 -4.564 6.575
C -4.126 -5.845 7.023
O -3.507 -2.635 3.476
C -3.661 -3.449 2.334
C -2.373 -4.189 1.997
H -4.000 1.313 5.122
H -5.107 0.031 4.712
H -4.964 0.514 6.378
H -2.680 -0.616 4.639
H -2.389 -0.273 6.296
H -4.964 -3.765 7.316
H -5.966 -5.020 6.534
H -4.662 -6.397 7.795
H -4.064 -6.569 6.210
H -3.098 -5.606 7.297
H -4.514 -4.121 2.421
H -4.043 -2.746 1.593
H -2.642 -4.646 1.044
H -1.493 -3.546 1.968
H -2.258 -5.041 2.667
C 13.086 5.144 8.283
C 11.876 4.290 8.790
O 11.637 3.100 8.083
P 11.090 3.113 6.507
O 11.474 4.326 5.775
O 9.491 2.851 6.580
C 8.736 2.721 5.391
C 7.269 3.050 5.642
O 11.683 1.704 5.891
C 11.246 0.411 6.321
C 12.438 -0.564 6.478
H 13.024 5.415 7.229
H 13.161 6.057 8.873
H 14.003 4.565 8.383
H 12.006 3.957 9.820
H 10.998 4.931 8.712
H 9.084 3.371 4.588
H 8.714 1.675 5.085
H 6.624 2.903 4.776
H 6.779 2.648 6.528
H 7.127 4.127 5.732
H 10.786 0.509 7.304
H 10.448 -0.032 5.725
H 13.097 -0.710 5.622
H 13.027 -0.277 7.349
H 12.112 -1.590 6.651
C 7.187 1.762 -0.393
C 8.046 2.558 -1.241
O 8.948 1.702 -1.947
P 8.959 1.542 -3.553
O 7.788 0.710 -4.038
O 10.429 0.903 -3.828
C 10.789 -0.366 -3.228
C 10.340 -1.588 -3.946
O 9.133 3.052 -4.132
C 10.365 3.755 -3.924
C 9.965 5.211 -4.173
H 6.466 2.403 0.114
H 6.641 1.131 -1.094
H 7.706 1.120 0.319
H 7.476 3.193 -1.919
H 8.676 3.250 -0.682
H 11.869 -0.496 -3.279
H 10.518 -0.457 -2.176
H 9.271 -1.801 -3.931
H 10.558 -1.439 -5.003
H 10.881 -2.458 -3.574
H 10.644 3.609 -2.880
H 11.213 3.419 -4.521
H 10.776 5.893 -3.919
H 9.702 5.353 -5.221
H 9.038 5.436 -3.645
C -9.007 -7.418 -6.913
C -7.846 -8.006 -7.771
O -6.526 -7.560 -7.214
P -5.666 -6.467 -8.063
O -6.387 -5.206 -8.322
O -4.335 -6.321 -7.091
C -3.074 -5.900 -7.553
C -2.195 -5.124 -6.495
O -5.051 -7.320 -9.294
C -5.128 -6.752 -10.587
C -3.977 -7.327 -11.464
H -9.992 -7.873 -7.014
H -8.699 -7.461 -5.869
H -9.030 -6.343 -7.096
H -7.896 -9.093 -7.707
H -7.884 -7.932 -8.858
H -2.598 -6.801 -7.942
H -3.235 -5.240 -8.405
H -1.792 -5.907 -5.854
H -1.275 -4.674 -6.870
H -2.785 -4.343 -6.015
H -6.062 -7.095 -11.034
H -5.105 -5.663 -10.623
H -2.949 -7.133 -11.158
H -4.073 -8.412 -11.471
H -4.192 -7.121 -12.513
C 7.050 1.361 10.476
C 5.800 1.282 11.382
O 5.092 0.055 11.217
P 3.819 -0.038 10.243
O 2.947 1.176 10.186
O 4.546 -0.407 8.813
C 5.379 -1.566 8.649
C 4.673 -2.480 7.624
O 3.121 -1.469 10.652
C 1.775 -1.458 11.091
C 0.792 -2.134 10.125
H 7.948 1.399 11.092
H 6.989 0.582 9.717
H 7.145 2.259 9.866
H 6.144 1.317 12.416
H 5.209 2.198 11.353
H 6.211 -0.994 8.237
H 5.745 -2.052 9.553
H 4.440 -2.034 6.657
H 5.296 -3.356 7.444
H 3.815 -2.798 8.216
H 1.684 -2.036 12.010
H 1.434 -0.466 11.388
H 0.890 -1.687 9.135
H 1.041 -3.181 9.950
H -0.225 -2.218 10.508
C -13.410 -3.795 -1.603
C -12.578 -2.507 -1.637
O -12.411 -2.171 -2.978
P -10.989 -1.524 -3.451
O -10.615 -0.246 -2.789
O -11.261 -1.338 -5.014
C -11.375 -2.495 -5.915
C -12.144 -2.029 -7.132
O -9.829 -2.731 -3.355
C -8.577 -2.462 -3.917
C -7.604 -2.062 -2.867
H -13.692 -4.110 -0.598
H -14.296 -3.892 -2.230
H -12.822 -4.618 -2.009
H -13.012 -1.679 -1.076
H -11.622 -2.839 -1.233
H -10.354 -2.796 -6.153
H -11.812 -3.341 -5.385
H -13.088 -1.523 -6.931
H -11.413 -1.450 -7.696
H -12.398 -2.927 -7.696
H -8.313 -3.348 -4.495
H -8.637 -1.634 -4.624
H -6.571 -2.253 -3.158
H -7.816 -1.052 -2.517
H -7.762 -2.762 -2.046
O -3.619 5.772 -3.922
S -4.050 5.796 -2.543
O -3.607 6.712 -1.510
C -5.938 5.630 -2.477
C -6.259 4.405 -1.533
C -5.172 3.390 -1.866
C -3.872 4.101 -1.885
H -6.115 5.340 -3.513
H -6.391 6.598 -2.263
H -6.113 4.600 -0.470
H -7.278 4.023 -1.468
H -5.336 2.945 -2.847
H -5.321 2.593 -1.137
H -3.021 3.679 -2.421
H -3.588 4.225 -0.840
O 3.699 4.599 -4.656
S 2.403 3.947 -4.568
O 1.695 3.795 -3.299
C 1.258 4.766 -5.722
C 1.674 4.249 -7.071
C 2.131 2.733 -6.978
C 2.362 2.394 -5.530
H 1.470 5.818 -5.529
H 0.254 4.485 -5.402
H 0.941 4.349 -7.871
H 2.595 4.743 -7.380
H 3.059 2.650 -7.544
H 1.455 2.014 -7.440
H 3.246 1.782 -5.355
H 1.491 1.792 -5.272
O -2.768 -0.109 -8.328
S -3.764 0.674 -7.609
O -3.743 0.640 -6.170
C -4.049 2.406 -8.217
C -5.633 2.637 -8.267
C -6.349 1.416 -7.736
C -5.437 0.143 -8.005
H -3.612 2.518 -9.209
H -3.464 3.136 -7.658
H -5.863 3.581 -7.774
H -5.941 2.815 -9.297
H -7.304 1.299 -8.249
H -6.452 1.403 -6.651
H -5.399 -0.185 -9.044
H -5.761 -0.783 -7.530
C 1.242 0.919 3.131
O 0.802 0.001 2.099
C 0.068 0.498 1.100
O -0.447 1.606 0.987
O -0.153 -0.449 0.175
C -0.926 -0.240 -0.975
H 1.855 1.718 2.713
H 1.715 0.405 3.967
H 0.388 1.552 3.374
H -1.965 -0.438 -0.713
H -0.531 -0.890 -1.756
H -0.933 0.797 -1.311
C 1.697 5.595 7.116
O 1.461 5.629 5.709
C 0.446 6.182 5.074
O -0.364 6.937 5.640
O 0.383 5.720 3.769
C -0.717 6.103 2.965
H 2.426 6.338 7.442
H 2.170 4.614 7.149
H 0.819 5.628 7.760
H -0.683 5.559 2.021
H -0.777 7.168 2.742
H -1.679 5.771 3.356
*
```